Here is a molecular structure, C22H50N3OP2SSn at a distorted geometry from the OMol25 dataset. Energies are from ωB97M-V/def2-TZVPD.

Geometry as ORCA input:
```
! RIJCOSX wB97M-V def2-TZVPD def2/J DEFGRID3
* xyz 1 1
Sn -0.749 0.068 -0.569
P -2.687 0.151 0.513
P 0.787 -0.083 -2.167
N -2.170 -0.083 -2.318
C -3.949 -0.586 -0.695
H -4.482 -1.428 -0.222
H -4.706 0.179 -0.942
C -3.231 -1.058 -1.967
H -2.744 -2.033 -1.800
H -3.954 -1.170 -2.802
C -1.523 -0.260 -3.649
H -1.384 0.745 -4.081
H -2.199 -0.818 -4.327
C -0.168 -0.958 -3.524
H 0.352 -0.984 -4.498
H -0.307 -1.998 -3.186
C 2.372 -1.084 -1.953
C 2.338 -2.009 -0.726
H 1.746 -2.923 -0.906
H 1.926 -1.487 0.154
H 3.368 -2.324 -0.475
C 1.372 1.502 -2.998
C 2.126 2.372 -1.978
H 1.767 3.416 -2.029
H 3.211 2.383 -2.185
H 1.967 1.999 -0.952
C -3.494 1.793 0.964
C -2.988 2.273 2.333
H -3.107 3.364 2.467
H -1.917 2.019 2.442
H -3.554 1.780 3.144
C -2.937 -0.963 2.012
C -1.899 -0.709 3.118
H -1.848 -1.587 3.787
H -2.156 0.170 3.733
H -0.899 -0.542 2.691
C -0.582 -1.658 -0.181
O -0.527 -2.810 0.092
C 2.162 1.321 -4.301
H 2.466 0.269 -4.449
H 1.587 1.636 -5.189
H 3.087 1.927 -4.272
C -5.024 1.636 0.981
H -5.454 2.139 1.864
H -5.463 2.092 0.075
H -5.331 0.578 1.007
C -4.374 -0.979 2.552
H -4.459 -1.703 3.383
H -4.668 0.010 2.945
H -5.109 -1.270 1.779
C 3.579 -0.131 -1.885
H 3.480 0.616 -1.082
H 4.506 -0.698 -1.696
H 3.687 0.404 -2.847
H 2.461 -1.710 -2.862
H -2.709 -1.955 1.576
H 0.413 2.010 -3.218
H -3.203 2.528 0.189
H -2.574 0.858 -2.286
H -0.826 1.706 -0.926
C 2.565 2.195 1.486
N 3.116 0.844 1.572
C 4.469 0.773 2.101
C 2.329 -0.356 1.288
S 0.952 -0.166 0.457
N 2.513 -1.485 2.214
C 3.792 -2.162 2.365
C 1.393 -2.023 2.961
H 2.610 2.673 2.487
H 1.499 2.232 1.193
H 3.169 2.808 0.784
H 4.482 0.245 3.074
H 5.140 0.293 1.361
H 4.888 1.785 2.291
H 4.148 -2.082 3.414
H 3.670 -3.236 2.112
H 4.557 -1.777 1.670
H 1.002 -1.242 3.644
H 0.600 -2.376 2.279
H 1.701 -2.889 3.588
*
```

## Properties
Calculated total energy in eV: -65365.714
Maximum force in eV/A: 16.3